Entry 1:
Below is the molecule C8H6N2O5 at a distorted geometry, with properties calculated with ωB97M-V/def2-TZVPD.

XYZ file:
```
21
Properties=species:S:1:pos:R:3:forces:R:3
O -3.2189 -1.9123 0.3954 -0.25 -1.39 0.52
N -3.2807 -0.7502 0.1363 -1.47 0.84 -0.71
O -4.2885 -0.0628 0.0500 1.00 -0.44 0.07
C -2.0084 -0.1482 -0.2110 1.93 1.25 -2.97
N -1.8221 1.1808 0.5429 -1.03 -1.82 0.58
O -1.1442 2.0325 0.0807 0.34 0.87 -0.55
O -2.3495 1.1452 1.6427 0.42 0.14 -0.53
O -1.6184 -0.2799 -1.6982 -0.82 0.63 3.58
C -0.8314 -0.9193 -0.6783 -1.09 0.33 0.42
C 0.5265 -0.4856 -0.3849 1.89 0.24 1.70
C 1.0185 0.6446 -1.0002 0.25 0.29 -0.29
C 2.2789 1.1632 -0.8122 0.95 -2.02 2.94
C 3.0549 0.5765 0.2484 -1.36 -0.18 -1.38
C 2.4934 -0.4536 1.0240 0.69 -1.56 0.20
C 1.2408 -1.0795 0.6865 -0.18 1.48 -0.68
H -0.9612 -1.9682 -0.6154 -0.30 -1.07 -0.09
H 0.2551 1.1452 -1.5084 -0.38 0.87 -1.61
H 2.7465 1.9845 -1.2706 -0.15 1.01 -0.97
H 4.0899 0.9225 0.3583 -0.55 -0.23 0.42
H 3.1920 -0.8946 1.7971 -1.29 0.48 -0.71
H 0.6269 -1.8409 1.2172 1.41 0.28 0.06
```
Forces are in eV/Å.

- E_LUMO (eV) = -0.889
- energy relative to the best compared isomer or geometry (same formula, charge and spin) (kcal per mole) = 137.35
- E_tot (Ha) = -793.87282
- HOMO energy (eV) = -9.88
- net charge = 0
- SMILES = O=[N+]([O-])C1([N+](=O)[O-])O[C@H]1c1ccccc1
- molecular weight (g/mol) = 210.1

---

Entry 2:
Below is the molecule C7H10, with properties calculated with ωB97M-V/def2-TZVPD.

XYZ file:
```
17
Properties=species:S:1:pos:R:3:forces:R:3
C 0.3419 -1.3618 1.7575 0.02 -0.07 0.06
C -0.4581 -0.0906 1.4741 -0.02 0.03 0.04
C 0.1438 0.6689 0.3366 -0.03 -0.08 0.08
C 1.3900 0.3949 -0.1388 -0.15 -0.09 -0.10
C 1.2292 0.1368 -1.4551 0.00 0.00 -0.18
C -0.2392 0.2858 -1.8663 0.11 -0.08 -0.18
C -0.6969 1.2974 -0.7454 -0.06 0.06 0.12
H 0.3734 -1.9975 0.8655 -0.02 0.12 0.15
H -0.0986 -1.9408 2.5725 0.03 0.11 -0.02
H 1.3782 -1.1109 2.0011 -0.16 -0.08 0.03
H -1.4931 -0.3334 1.1967 0.10 0.07 0.08
H -0.5316 0.5438 2.3684 0.04 -0.05 -0.10
H 2.0115 -0.1010 -2.1702 -0.05 0.15 -0.02
H -0.3789 0.6310 -2.8957 0.00 0.04 0.08
H -0.8259 -0.6372 -1.7510 0.12 0.10 -0.06
H -1.7701 1.3081 -0.5292 0.11 -0.05 -0.05
H -0.3756 2.3066 -1.0208 -0.03 -0.17 0.07
```
Forces are in eV/Å.

- E_LUMO (spin up / spin down) (eV) = -0.032 / -0.033
- energy relative to the best compared isomer or geometry (same formula, charge and spin) (kcal per mole) = 87.12
- E_tot (Ha) = -272.57917
- HOMO energy (spin up / spin down) (eV) = -7.99 / -7.99
- net charge = 0
- SMILES = CCC1=C=CCC1
- molecular weight (g/mol) = 94.2

---

Entry 3:
Below is a cluster of 2 separate species, C2HFO3 in total at a distorted geometry, with properties calculated with ωB97M-V/def2-TZVPD.

XYZ file:
```
7
Properties=species:S:1:pos:R:3:forces:R:3
O 3.6989 -1.4684 1.0588 -0.79 0.65 -0.14
C 3.5016 -0.3562 0.7694 1.43 0.09 -0.07
O 3.4875 0.7691 0.4635 -0.65 -0.73 0.20
O -0.0683 1.1277 0.5185 1.44 -0.50 4.18
C -0.2757 1.2550 -0.5868 -3.23 1.17 -2.89
F -1.4063 1.9545 -1.0031 0.73 -0.16 0.00
H 0.1374 0.8340 -1.4543 1.08 -0.52 -1.28
```
Forces are in eV/Å.

- E_LUMO (eV) = 0.381
- energy relative to the best compared isomer or geometry (same formula, charge and spin) (kcal per mole) = 4.80
- E_tot (Ha) = -402.42448
- HOMO energy (eV) = -12.38
- net charge = 0
- SMILES = O=C=O.O=CF
- molecular weight (g/mol) = 92.0

---

Entry 4:
Below is a structure of composition C17H24BrCuN2O3PSTe, with properties calculated with ωB97M-V/def2-TZVPD.

XYZ file:
```
51
Properties=species:S:1:pos:R:3:forces:R:3
Cu 0.4301 0.0694 0.7902 0.19 0.02 0.48
Br -1.8416 0.8440 2.5360 0.08 0.04 0.04
C -0.5209 1.3620 3.8141 0.01 0.02 0.03
C -1.0183 1.8081 5.0060 -0.01 0.01 0.01
C -0.1456 2.2228 6.0322 0.00 -0.01 -0.03
C 1.1984 2.1792 5.8225 -0.01 -0.01 -0.01
C 1.7305 1.7217 4.5903 0.03 0.03 0.05
C 3.1332 1.6967 4.4132 0.03 -0.02 -0.04
C 3.6615 1.2733 3.2295 -0.03 0.01 0.02
C 2.8100 0.8531 2.1877 0.04 0.03 -0.05
C 1.4316 0.8236 2.2824 -0.23 -0.03 -0.10
C 0.8798 1.2879 3.5264 0.02 -0.04 0.03
H -2.0884 1.8418 5.1573 0.00 0.00 0.00
H -0.5524 2.5721 6.9730 -0.01 0.00 0.00
H 1.8906 2.4945 6.5958 0.00 0.00 0.00
H 3.7690 2.0247 5.2285 -0.01 0.01 0.01
H 4.7369 1.2624 3.0870 0.00 0.00 -0.01
H 3.2727 0.5522 1.2531 0.00 -0.01 0.00
C -1.6328 2.9012 -0.6125 -0.04 0.00 0.07
N -0.2338 2.5197 -0.6351 0.03 -0.02 -0.06
C 0.3447 1.8630 -1.6645 -0.07 -0.11 -0.03
S 1.8557 1.1363 -1.4581 0.24 0.07 -0.09
N -0.3552 1.8126 -2.8065 0.08 0.18 -0.04
C 0.0686 1.1588 -4.0272 -0.07 0.01 0.09
H -1.8647 3.2909 0.3754 0.03 0.00 0.01
H -2.2878 2.0447 -0.8041 0.01 0.06 0.00
H -1.8378 3.6882 -1.3444 0.01 0.00 -0.01
H 0.2364 2.3789 0.2510 0.01 0.03 -0.02
H -1.3236 2.0859 -2.7697 -0.09 -0.08 0.02
H 1.0225 0.6787 -3.8421 0.04 -0.03 0.00
H 0.1839 1.8886 -4.8323 -0.02 -0.01 0.01
H -0.6706 0.4069 -4.3023 0.01 -0.01 -0.04
C -2.1990 -4.4746 -2.8394 0.05 0.05 0.03
C -2.8538 -3.8031 -1.6475 -0.04 0.03 -0.04
O -1.9557 -2.9546 -0.9301 -0.06 -0.16 0.03
P -1.5494 -1.4737 -1.4123 0.20 0.05 0.03
O -0.9144 -0.8493 -0.2145 -0.08 -0.16 -0.20
Te -3.3358 -0.3442 -2.4139 -0.36 0.07 -0.24
O -0.4498 -1.7385 -2.5618 0.05 -0.04 -0.02
C 0.7723 -2.3954 -2.1759 -0.03 0.00 0.07
C 1.6912 -2.4360 -3.3712 -0.01 0.02 -0.02
H -2.9067 -5.1588 -3.3124 -0.01 0.00 0.01
H -1.3204 -5.0445 -2.5316 0.00 0.00 0.00
H -1.8936 -3.7300 -3.5748 0.00 -0.01 0.00
H -3.1913 -4.5410 -0.9194 0.01 -0.02 0.01
H -3.7168 -3.2157 -1.9705 0.00 0.00 0.02
H 0.5314 -3.4046 -1.8316 0.01 -0.01 0.03
H 1.2257 -1.8420 -1.3520 0.02 0.01 -0.02
H 1.2306 -2.9819 -4.1966 0.00 0.02 -0.01
H 2.6254 -2.9322 -3.1014 -0.01 -0.02 0.00
H 1.9276 -1.4240 -3.6961 0.00 0.02 -0.01
```
Forces are in eV/Å.

- E_LUMO (eV) = 2.487
- energy relative to the best compared isomer or geometry (same formula, charge and spin) (kcal per mole) = 0.00
- E_tot (Ha) = -6219.68264
- HOMO energy (eV) = -4.13
- net charge = -1
- molecular weight (g/mol) = 638.5

---

Entry 5:
Below is the ion CH6BrN2 with charge +1 at a distorted geometry, with properties calculated with ωB97M-V/def2-TZVPD.

XYZ file:
```
10
Properties=species:S:1:pos:R:3:forces:R:3
C 0.3726 -0.2487 -0.1105 -2.58 -5.42 -2.06
N -0.2173 -0.0639 -1.3613 0.52 -0.30 -0.77
N -0.5706 -0.0218 1.0285 0.65 2.72 -2.62
Br 2.0070 0.9584 0.5131 4.08 2.63 1.21
H 0.8201 -1.4129 -0.2178 -0.86 2.90 1.19
H 0.4709 -0.4580 -2.0351 -1.31 0.87 0.08
H -0.7352 0.7835 -1.6582 0.80 -0.71 0.36
H -0.0282 0.2593 1.7968 1.36 -0.09 1.98
H -1.1914 -0.7376 1.2849 -1.75 -0.97 0.14
H -0.9281 0.9417 0.7596 -0.93 -1.63 0.49
```
Forces are in eV/Å.

- E_LUMO (spin up / spin down) (eV) = -3.688 / -8.503
- energy relative to the best compared isomer or geometry (same formula, charge and spin) (kcal per mole) = 0.00
- E_tot (Ha) = -2724.76091
- HOMO energy (spin up / spin down) (eV) = -10.57 / -14.52
- net charge = +1
- molecular weight (g/mol) = 126.0
- 2S+1 = 3

---

Entry 6:
Below is a structure of composition C15H23IN5V at a distorted geometry, with properties calculated with ωB97M-V/def2-TZVPD.

XYZ file:
```
45
Properties=species:S:1:pos:R:3:forces:R:3
V -0.1899 0.5414 0.0744 -1.59 0.25 1.62
N -0.6515 0.7785 2.2874 -0.03 -0.07 -0.02
C -0.8466 -0.3812 3.1972 0.10 0.15 -0.21
C -2.2863 -0.8863 3.1726 -0.13 0.06 -0.06
C -2.5844 -2.0538 2.2358 0.02 -0.17 0.05
C -2.5466 -1.7832 0.7429 0.28 0.13 -0.06
N -1.1590 -1.5872 0.2247 0.03 0.18 -0.18
H 0.0341 1.4172 2.6829 0.08 -0.08 -0.06
H -1.5079 1.3284 2.2699 -0.01 -0.01 0.07
H -0.5657 -0.1085 4.2118 -0.04 0.07 0.12
H -0.1674 -1.1755 2.8832 0.06 -0.06 0.04
H -2.9534 -0.0526 2.9256 0.00 0.00 0.04
H -2.5579 -1.1822 4.1857 -0.01 -0.09 -0.01
H -3.5875 -2.4230 2.4557 -0.02 0.02 0.05
H -1.9094 -2.8891 2.4619 -0.02 0.02 0.01
H -3.1288 -0.8896 0.5096 0.02 0.07 -0.02
H -3.0116 -2.6172 0.2211 -0.06 -0.11 -0.01
H -1.1428 -1.8455 -0.7593 -0.04 -0.04 0.03
H -0.5379 -2.2574 0.6696 -0.02 0.01 0.07
N 2.0695 0.5058 -2.1929 -0.15 0.07 -0.29
C 0.7773 0.4458 -2.7255 0.20 -0.05 0.46
C 0.6444 0.4867 -4.1159 0.34 0.04 -0.05
C -0.5924 0.3415 -4.6742 -0.32 -0.04 -0.20
C -1.7038 0.1662 -3.8399 0.02 0.07 -0.23
C -1.5071 0.1933 -2.4920 0.55 -0.02 0.22
N -0.2719 0.3349 -1.9113 -0.42 -0.28 -1.31
C 2.5921 0.3438 -0.9296 -0.36 -0.04 0.27
C 3.9903 0.3410 -0.8170 -0.03 0.05 -0.29
C 4.5667 0.2633 0.4146 0.22 -0.01 0.32
C 3.7520 0.1516 1.5476 0.24 -0.05 0.00
C 2.4044 0.1042 1.3615 -0.30 -0.04 -0.43
N 1.7927 0.2154 0.1441 1.37 -0.42 0.14
H 2.7827 0.6220 -2.8954 -0.07 0.00 -0.01
H 1.5268 0.6091 -4.7334 -0.06 0.00 0.02
H -0.7041 0.3612 -5.7508 -0.03 -0.01 0.05
H -2.7035 0.0545 -4.2358 0.05 -0.01 -0.02
H -2.3445 0.1274 -1.8093 0.03 0.01 0.05
H 4.5942 0.4201 -1.7122 0.01 -0.01 0.03
H 5.6458 0.2753 0.5065 -0.05 0.00 0.02
H 4.1618 0.0624 2.5429 0.04 0.02 -0.03
H 1.7422 -0.0599 2.1987 -0.07 0.06 -0.04
I -2.2603 2.7874 -0.0240 -0.05 -0.19 -0.02
C -0.0906 2.5926 -0.1217 0.31 0.49 -0.10
H 0.2577 3.2510 0.6803 -0.03 0.00 -0.02
H 0.1777 3.0701 -1.0676 -0.08 0.02 0.01
```
Forces are in eV/Å.

- E_LUMO (spin up / spin down) (eV) = -2.702 / -2.673
- energy relative to the best compared isomer or geometry (same formula, charge and spin) (kcal per mole) = 3.52
- E_tot (Ha) = -2100.65878
- HOMO energy (spin up / spin down) (eV) = -9.36 / -8.64
- net charge = +1
- molecular weight (g/mol) = 451.2
- 2S+1 = 2